DFT (the ωB97M-V functional and the def2-TZVPD basis) results for a structure of composition C43H87F2N4O27S13Sn.

```
177
Properties=species:S:1:pos:R:3:forces:R:3
Sn 0.2275 -3.2237 1.0594 0.27 0.33 0.23
N -2.6318 0.0710 -1.3645 -0.83 -2.95 2.02
S -2.5098 -0.5650 0.1237 0.10 1.68 -1.03
O -3.2538 0.1875 1.0378 -1.50 0.94 1.13
O -1.2173 -0.9392 0.5863 1.00 -0.68 -0.43
F -3.2975 -1.9129 -0.0087 -0.04 -0.25 -0.65
S -1.5376 0.9826 -1.9066 2.89 -0.25 -0.82
O -0.9062 1.8329 -0.9681 -0.43 1.58 1.15
O -1.9324 1.3974 -3.1911 -0.43 0.82 -0.92
F -0.2025 0.0933 -2.2080 -0.98 -0.70 -0.12
O 1.6872 4.9174 -1.7431 1.17 -0.43 1.38
S 2.3053 4.5902 -0.4644 -1.22 -0.86 -0.39
O 3.0162 3.3344 -0.2417 -0.64 1.46 -0.54
O 3.2617 5.8004 -0.1057 -0.41 -0.88 -0.05
C 4.2310 5.5375 0.9546 1.22 2.10 -1.05
C 5.1642 6.8137 0.8328 -0.19 -1.49 0.11
C 0.9357 4.6527 0.7295 0.89 -0.08 0.06
H 4.7813 4.6123 0.7244 -0.41 0.45 0.44
H 3.7178 5.5256 1.9076 -0.08 -0.23 0.20
H 4.5593 7.7513 0.8211 0.53 -0.82 -0.11
H 5.8110 6.6823 -0.0900 -0.81 0.46 1.17
H 5.7775 6.7748 1.7462 0.13 0.36 -0.44
H 1.2571 4.3878 1.7625 0.05 0.55 -0.72
H 0.3617 3.7844 0.3847 -0.46 0.50 -0.11
H 0.4598 5.6572 0.6423 0.16 -1.02 0.10
O 2.2773 -1.2798 -5.0925 -0.99 1.70 -0.63
S 1.5830 -0.0278 -5.3825 0.63 0.08 0.19
O 0.2006 0.2246 -5.0263 1.28 -0.43 0.17
O 2.5683 1.0726 -4.6661 -1.96 0.93 -1.52
C 1.9389 2.4881 -4.5776 0.48 -1.11 -0.32
C 2.8915 3.6497 -4.8340 -0.28 -1.78 1.00
C 1.6079 0.3305 -7.1647 1.48 -0.82 0.77
H 1.4813 2.4523 -3.6065 -0.03 0.35 0.44
H 1.1589 2.6036 -5.3257 -0.24 -0.55 0.02
H 3.0545 3.7453 -5.8745 0.32 0.20 -1.11
H 3.8391 3.5461 -4.3134 -0.02 0.23 0.24
H 2.2870 4.4586 -4.4790 0.13 0.94 0.29
H 0.8816 -0.3313 -7.6361 0.28 -0.12 0.12
H 2.6460 0.2204 -7.5198 -0.53 -0.36 0.02
H 1.3382 1.3388 -7.3408 -0.52 1.06 0.13
O -0.0431 -4.7464 5.6116 0.19 -0.48 -0.30
S 0.2113 -3.4025 5.1993 0.59 0.15 1.36
O 1.1693 -3.1162 4.1747 0.08 -0.19 -0.57
O -1.1267 -2.7292 4.8413 1.37 2.21 -0.77
C -2.2980 -3.4348 4.8159 -2.54 -1.77 -0.69
C -3.3759 -2.7299 3.9795 0.44 -1.34 -1.08
C 0.6891 -2.4520 6.5911 -0.28 -1.17 0.39
H -2.6741 -3.5478 5.7928 -0.44 0.11 1.57
H -2.0793 -4.4808 4.5460 -0.30 0.46 -0.63
H -3.8762 -1.9031 4.5013 0.04 -0.46 -0.05
H -4.0604 -3.5735 3.6431 0.33 1.34 0.56
H -2.9049 -2.3444 3.0553 -0.24 -0.06 0.30
H 0.0017 -2.5872 7.4370 0.16 -0.10 -0.40
H 0.7062 -1.4401 6.2784 0.32 1.05 -0.20
H 1.6616 -2.8793 6.8117 0.26 0.38 0.32
C -3.8265 5.4505 -2.1464 0.83 0.00 -0.93
C -5.0816 4.9631 -1.7330 0.39 1.09 -1.52
C -5.2880 4.5752 -0.4432 1.30 -0.72 0.69
C -4.1526 4.4639 0.3991 -1.40 0.22 -0.28
C -2.8754 4.8729 0.0154 -0.91 0.55 -0.40
C -2.7132 5.4398 -1.2736 -2.21 -0.97 0.77
N -4.3695 3.9257 1.7807 0.48 -1.12 0.09
O -5.3977 3.3423 2.1128 0.50 1.05 -0.94
O -3.3938 3.9849 2.5104 -0.11 0.29 0.12
H -3.7097 5.7993 -3.2303 -0.10 -0.42 1.82
H -5.9063 4.9860 -2.4695 0.49 -0.04 0.66
H -6.2758 4.2881 -0.1619 -0.30 -0.28 0.60
H -2.0953 4.8402 0.7641 0.10 -0.08 -0.27
H -1.7802 5.8580 -1.5276 0.92 0.26 -0.51
C 7.6842 5.4295 -2.6409 -0.64 2.44 -1.45
C 8.9080 5.0139 -2.2268 1.08 -0.74 0.81
C 8.9471 3.9922 -1.2799 1.02 -0.83 0.54
C 7.7807 3.4536 -0.7718 -0.03 1.36 0.30
C 6.5523 4.0141 -1.1095 -1.45 -1.81 -0.13
C 6.5140 4.9336 -2.1344 -1.15 -0.28 0.38
N 7.8168 2.4097 0.2577 -1.49 -1.66 0.23
O 6.7133 1.9896 0.6179 0.52 0.68 -0.08
O 8.8409 1.8809 0.6344 0.59 0.87 -0.44
H 7.5772 6.3139 -3.3049 0.36 -0.90 0.13
H 9.8299 5.4712 -2.5812 -0.26 -0.15 0.04
H 9.8722 3.5712 -0.8648 -0.22 0.35 -0.43
H 5.5996 3.5700 -0.7118 1.20 0.49 -0.42
H 5.5441 5.2491 -2.5399 0.46 0.07 0.36
C -6.7754 -2.3191 0.1101 -0.10 0.37 -1.43
C -6.0571 -3.4474 0.5468 0.97 1.19 -1.27
C -6.4051 -4.0160 1.6989 -0.17 -1.64 2.74
C -7.4443 -3.4739 2.4712 -0.02 0.49 -0.55
C -8.1782 -2.3806 2.0884 -0.08 0.75 -1.68
C -7.8572 -1.8074 0.7987 -0.47 -0.88 1.41
N -7.7171 -4.0434 3.7634 -0.29 -1.01 1.99
O -6.8402 -4.7477 4.2573 -0.39 0.34 -0.35
O -8.7787 -3.8078 4.3438 0.86 0.12 -0.92
H -6.5465 -1.8536 -0.8692 0.05 -0.38 0.73
H -5.1326 -3.8170 0.0856 -0.70 0.30 -0.33
H -5.8561 -4.8828 2.1215 -0.48 0.72 -0.41
H -8.9873 -2.0055 2.7246 0.38 -0.17 -0.37
H -8.5037 -1.0504 0.3367 0.51 -0.15 0.48
C -7.3398 -1.1799 6.3199 0.09 -0.87 -1.03
S -6.1942 0.1523 6.2570 0.23 1.86 0.30
O -4.8224 -0.3972 6.0773 0.01 -0.46 -0.20
C -6.6727 0.8263 4.6553 -0.66 0.19 -0.69
H -8.3909 -0.8242 6.3607 0.75 -0.35 0.05
H -7.0148 -1.7712 7.1698 -0.41 -0.02 0.31
H -7.1029 -1.7929 5.4220 -0.58 0.24 0.42
H -7.6955 1.3058 4.6934 0.98 -0.73 0.07
H -6.6384 -0.0236 3.9307 -0.09 0.74 0.35
H -5.9671 1.6242 4.3451 -0.23 -0.61 0.33
C -2.8057 -1.0300 -6.0761 -0.17 -0.40 -0.60
S -1.5563 -1.7032 -7.1283 0.19 1.31 -0.05
O -0.6078 -2.3936 -6.2285 0.33 -0.72 0.00
C -2.6549 -2.8663 -7.7980 0.73 -1.15 -1.30
H -2.2646 -0.5459 -5.3249 0.54 0.91 1.46
H -3.4461 -1.8263 -5.7290 -0.09 -0.20 0.41
H -3.3815 -0.3340 -6.6405 -0.50 0.67 -0.38
H -2.9021 -3.5418 -6.9890 -0.08 -0.49 -0.17
H -2.1719 -3.3043 -8.6861 -0.21 -0.43 0.59
H -3.5101 -2.3557 -8.1636 -0.94 0.53 -0.19
C 3.6025 -2.3911 -0.6635 -0.46 0.49 -0.03
S 3.7220 -3.9195 0.3125 -0.74 2.17 0.86
O 2.3887 -4.1300 1.0642 0.31 0.02 -0.53
C 3.6983 -5.0386 -0.9684 1.13 -2.78 -0.26
H 4.3705 -2.2810 -1.4169 0.58 -0.44 0.11
H 3.7407 -1.6183 0.0583 0.32 0.62 0.45
H 2.6726 -2.0869 -1.1710 -0.11 -0.98 0.40
H 4.0740 -6.0254 -0.5663 -0.81 0.85 -0.42
H 4.3972 -4.7843 -1.7436 0.31 0.45 -0.33
H 2.7105 -5.0946 -1.3519 -0.94 -0.28 -0.44
C 1.3116 1.1962 1.4739 -2.05 0.03 1.48
S 1.3006 -0.4062 2.2742 0.36 -0.58 0.38
O 1.5119 -1.4387 1.1256 0.13 0.43 0.36
C 2.9359 -0.3268 3.1159 -1.31 -0.04 -0.26
H 1.9037 1.1273 0.6121 0.91 0.15 -1.24
H 1.6548 1.8885 2.2433 0.23 0.03 -0.18
H 0.2402 1.4577 1.2545 1.07 -0.42 -0.09
H 3.2735 -1.3412 3.3617 -0.41 0.35 0.20
H 2.7493 0.3569 3.9516 0.20 -0.42 0.10
H 3.5996 0.1240 2.4181 0.74 0.38 -0.59
C -0.5494 -8.1988 1.3085 1.43 -1.13 0.28
S 0.6209 -6.8764 1.2448 0.25 0.64 -0.46
O -0.3070 -5.7607 0.8574 -0.17 0.97 -0.55
C 1.0906 -6.5654 2.9296 1.53 1.75 -0.71
H -0.0423 -9.0705 1.7694 -0.57 0.35 0.09
H -0.6571 -8.4633 0.2498 -0.61 0.21 0.32
H -1.4150 -7.8214 1.8410 -0.25 -0.30 -0.15
H 1.3765 -5.4653 3.0920 -0.32 -1.59 -0.70
H 1.9682 -7.1717 3.0548 0.51 -0.28 0.42
H 0.3695 -6.7902 3.6358 -1.66 -0.61 1.33
C 5.4694 0.1568 -4.2352 1.59 0.27 -0.85
S 5.6777 0.8975 -2.5944 -0.23 0.66 0.26
O 4.6342 0.3579 -1.6640 0.28 -0.29 -0.60
C 7.2185 0.1393 -2.1199 0.47 -1.63 0.77
H 5.3327 -0.9099 -4.1696 -0.10 -0.47 0.23
H 6.3507 0.3492 -4.9623 -1.26 -0.01 1.46
H 4.5720 0.6075 -4.6203 -0.17 0.07 -0.20
H 7.2742 -0.0340 -1.0245 -0.29 0.84 -0.49
H 8.1028 0.6614 -2.4691 -0.04 0.26 -0.11
H 7.2523 -0.8949 -2.4758 -0.02 0.09 -0.42
C -1.8606 0.8065 3.7992 -0.26 1.06 -0.29
S -0.8565 1.7504 5.0630 -0.88 -1.27 -0.94
O 0.5629 1.4632 4.6415 -0.12 0.27 0.02
C -1.2315 3.3971 4.5080 0.00 1.05 0.30
H -1.7167 1.2408 2.7867 0.43 -0.32 0.65
H -2.9492 0.8018 3.9087 0.12 0.36 0.67
H -1.5589 -0.2258 3.8627 0.47 -0.26 -0.05
H -0.6135 4.0726 5.1103 -0.03 -0.18 -0.03
H -2.2705 3.7462 4.5794 0.17 -0.68 0.28
H -0.9511 3.5137 3.4780 0.27 -0.14 -0.60
C 0.5911 -3.0048 -3.7330 -1.97 2.03 0.93
S -0.1921 -3.7077 -2.2669 1.78 -0.19 0.75
O 0.3136 -2.8156 -1.0674 -0.37 -0.67 -1.10
C -1.8772 -3.3491 -2.4865 -0.64 0.29 1.22
H 0.0855 -3.3788 -4.6166 0.11 -0.45 -0.04
H 1.6147 -3.2921 -3.6523 0.72 0.18 -0.17
H 0.3554 -1.8687 -3.7624 0.77 -1.94 0.40
H -2.3507 -3.4858 -1.4670 0.33 -0.02 -1.39
H -2.2051 -4.0592 -3.2301 -0.44 -0.27 -0.09
H -2.0030 -2.3381 -2.8340 -0.19 0.51 -0.06
```
Forces are in eV/Å.

Total charge: +1
HOMO energy, eV: -10.141
DFT total energy, eV: -259348.1651
Gap between HOMO and LUMO, eV: 8.11
Lowest unoccupied orbital energy, eV: -2.03